Record 1
The following is a quantum chemistry calculation of a molecular structure, C18H25Br2F3O4Si2Sr at a distorted geometry, from the Open Molecules 2025 dataset.

## Properties
orbital gap = 0.1460 hartree
net charge = +2

Element x y z (Å)
C1 2.83 1.53 2.13
C2 1.65 0.60 2.32
O1 0.58 1.09 2.75
O2 1.68 -0.63 2.02
C3 2.91 -1.45 2.20
C4 3.74 -1.54 0.92
C5 3.66 -2.89 0.22
C6 2.23 -3.46 0.12
Si1 1.27 -3.10 -1.47
O3 -0.11 -2.25 -1.09
Si2 -0.43 -0.78 -1.77
C7 0.75 0.53 -1.07
C8 1.06 1.59 -2.12
C9 1.28 3.00 -1.57
F1 0.97 3.10 -0.23
Br1 3.14 3.55 -1.77
C10 0.35 4.01 -2.30
F2 0.51 3.89 -3.60
F3 -0.90 3.69 -1.96
Br2 0.65 5.88 -1.81
C11 -2.21 -0.21 -1.56
C12 -3.11 -1.13 -0.78
O4 -2.97 -2.32 -0.80
C13 -4.19 -0.50 0.04
C14 -4.53 -1.12 1.26
C15 -5.52 -0.54 2.06
C16 -6.16 0.64 1.66
C17 -5.84 1.24 0.43
C18 -4.85 0.66 -0.37
H1 2.45 2.44 1.65
H2 3.62 1.13 1.51
H3 3.24 1.84 3.10
H4 3.45 -1.03 3.03
H5 2.52 -2.41 2.51
H6 3.50 -0.73 0.24
H7 4.77 -1.37 1.22
H8 4.03 -2.75 -0.79
H9 4.33 -3.62 0.67
H10 1.59 -3.15 0.95
H11 2.30 -4.54 0.18
H12 2.08 -2.39 -2.49
H13 0.85 -4.38 -2.05
H14 -0.11 -0.83 -3.22
H15 1.65 -0.01 -0.78
H16 0.29 0.93 -0.17
H17 0.31 1.61 -2.90
H18 1.98 1.31 -2.62
H19 -2.64 -0.08 -2.55
H20 -2.19 0.78 -1.12
H21 -4.05 -2.03 1.57
H22 -5.77 -1.00 3.00
H23 -6.90 1.09 2.30
H24 -6.33 2.14 0.11
H25 -4.59 1.10 -1.33
Sr1 1.18 2.89 4.11

***

Record 2
The following is a quantum chemistry calculation of a molecular structure, C24H37BrF3N5O4PdSSi at a distorted geometry, from the Open Molecules 2025 dataset.

## Properties
orbital gap (alpha / beta) = 0.3040 / 0.3040 hartree

Element x y z (Å)
Pd1 0.03 0.36 -0.11
F1 3.04 2.04 1.28
C1 3.25 1.92 -0.04
F2 4.41 2.51 -0.32
F3 2.28 2.60 -0.66
S1 3.24 0.11 -0.58
O1 2.72 -0.53 0.60
O2 4.60 -0.19 -0.92
O3 2.28 0.12 -1.67
C2 -1.68 -1.40 -2.07
Si1 -1.13 -1.58 -0.27
C3 -2.73 -1.55 0.79
C4 -2.48 -2.01 2.23
C5 -3.78 -2.48 0.16
C6 -3.32 -0.14 0.77
C7 -0.07 -3.18 -0.20
C8 -1.01 -4.39 -0.27
C9 0.84 -3.19 -1.44
C10 0.83 -3.34 1.04
H1 -2.17 -2.33 -2.38
H2 -0.83 -1.22 -2.73
H3 -2.38 -0.58 -2.19
H4 -2.05 -3.01 2.27
H5 -3.43 -2.03 2.78
H6 -1.81 -1.33 2.76
H7 -3.47 -3.53 0.18
H8 -3.99 -2.20 -0.87
H9 -4.72 -2.40 0.72
H10 -2.63 0.60 1.18
H11 -4.24 -0.12 1.37
H12 -3.57 0.16 -0.24
H13 -1.70 -4.32 -1.11
H14 -1.59 -4.51 0.65
H15 -0.41 -5.30 -0.41
H16 0.26 -3.24 -2.36
H17 1.49 -4.06 -1.40
H18 1.47 -2.30 -1.48
H19 0.27 -3.25 1.97
H20 1.64 -2.62 1.03
H21 1.28 -4.34 1.02
Br1 0.66 6.40 1.49
C11 -0.37 5.14 0.52
C12 -1.51 5.54 -0.15
C13 -2.22 4.57 -0.84
C14 -1.77 3.26 -0.83
N1 -0.68 2.89 -0.17
C15 0.02 3.81 0.50
H22 -1.82 6.57 -0.14
H23 -3.12 4.83 -1.38
H24 -2.28 2.48 -1.37
H25 0.91 3.48 1.03
N2 3.33 -1.20 3.73
C16 2.49 -0.55 4.57
O4 2.62 -0.53 5.78
C17 1.35 0.17 3.90
C18 0.79 1.28 4.49
C19 -0.25 1.93 3.84
C20 -0.64 1.49 2.60
N3 -0.08 0.43 2.00
C21 0.86 -0.25 2.67
H26 4.14 -1.64 4.14
H27 3.31 -1.05 2.73
H28 1.15 1.60 5.46
H29 -0.74 2.79 4.29
H30 -1.43 1.98 2.06
H31 1.20 -1.16 2.22
C22 2.59 1.60 -4.44
N4 1.25 1.03 -4.47
C23 0.76 0.50 -5.73
C24 0.40 1.23 -3.49
N5 -0.40 1.37 -2.66
H32 3.31 0.85 -4.77
H33 2.84 1.87 -3.42
H34 2.66 2.47 -5.10
H35 1.43 -0.28 -6.09
H36 0.70 1.29 -6.49
H37 -0.23 0.08 -5.59

***

Record 3
The following is a quantum chemistry calculation of a molecular structure, C25H35InNO5PS2 at a distorted geometry, from the Open Molecules 2025 dataset.

## Properties
orbital gap = 0.0662 hartree
net charge = +2

Element x y z (Å)
C1 0.70 1.25 3.81
C2 2.20 0.71 3.54
C3 2.53 0.54 1.95
O1 3.78 -0.19 1.87
P1 4.18 -0.63 0.20
C4 5.58 0.67 0.06
C5 5.21 2.12 0.63
O2 6.25 3.12 0.42
C6 6.11 3.74 -0.87
O3 5.54 4.84 -1.09
O4 4.37 -1.04 -1.50
C7 3.17 -1.64 -2.04
C8 3.27 -2.65 -3.28
C9 2.29 -2.03 -0.74
C10 1.18 -3.21 -0.85
C11 -0.24 -2.51 -0.56
C12 -1.48 -3.52 -0.41
S1 -2.68 -2.71 0.81
C13 -2.95 -0.94 0.33
S2 -1.83 0.30 0.62
N1 -4.25 -0.59 -0.30
C14 -5.15 -0.01 0.72
C15 -4.99 1.36 1.43
C16 -5.99 1.86 2.53
C17 -7.19 0.95 2.97
C18 -7.38 -0.45 2.27
C19 -6.38 -0.90 1.17
C20 -4.10 0.25 -1.48
C21 -4.97 1.50 -1.84
C22 -4.73 2.31 -3.16
C23 -3.58 1.90 -4.18
C24 -2.72 0.64 -3.86
C25 -2.98 -0.15 -2.55
O5 3.08 -1.97 0.48
H1 0.71 1.81 4.82
H2 -0.07 0.41 3.92
H3 0.37 2.04 3.03
H4 2.40 -0.31 4.03
H5 2.94 1.52 3.92
H6 2.62 1.64 1.56
H7 1.64 0.01 1.43
H8 3.18 0.36 -0.12
H9 5.19 -1.52 0.70
H10 5.90 0.81 -1.04
H11 6.46 0.27 0.71
H12 4.20 2.48 0.18
H13 5.02 2.10 1.79
H14 6.55 3.16 -1.77
H15 2.62 -0.73 -2.52
H16 3.77 -3.62 -2.96
H17 2.18 -2.88 -3.61
H18 3.75 -2.13 -4.18
H19 1.63 -1.07 -0.61
H20 1.45 -3.96 -0.01
H21 1.24 -3.79 -1.83
H22 -0.49 -1.76 -1.39
H23 -0.13 -1.98 0.46
H24 -1.12 -4.52 0.05
H25 -1.99 -3.79 -1.40
H26 -4.10 2.04 1.15
H27 -5.85 2.86 3.07
H28 -7.94 1.27 3.78
H29 -8.23 -1.17 2.55
H30 -6.50 -1.93 0.69
H31 -5.82 1.81 -1.11
H32 -5.34 3.22 -3.46
H33 -3.36 2.47 -5.15
H34 -1.88 0.28 -4.57
H35 -2.34 -1.08 -2.32
In1 5.48 2.77 3.12

***

Record 4
The following is a quantum chemistry calculation of 2 unconnected molecules or ions with the total composition C16H29BBr2FN3O3 at a distorted geometry, from the Open Molecules 2025 dataset.

## Properties
orbital gap = 0.3103 hartree

Element x y z (Å)
C1 0.71 -0.51 5.02
N1 1.02 -1.23 3.72
C2 2.14 -0.52 2.96
C3 1.99 -0.67 1.29
C4 2.00 -2.34 1.18
N2 1.99 -3.56 0.68
C5 3.42 -0.13 0.74
Br1 3.68 1.89 0.98
C6 3.98 -0.49 -0.70
C7 3.18 -1.39 -1.75
Br2 4.41 1.26 -1.67
C8 0.64 -0.01 0.69
C9 0.85 0.78 -0.78
N3 1.04 1.36 -1.95
C10 -0.55 -1.12 0.30
C11 -1.30 -1.82 1.55
C12 -2.51 -2.77 0.91
F1 -3.74 -2.01 0.60
B1 -0.06 1.21 1.59
O1 0.64 2.25 2.34
O2 -1.56 1.37 1.59
C13 -1.77 2.59 0.75
H1 -0.26 0.17 4.94
H2 0.57 -1.29 5.90
H3 1.59 0.22 5.32
H4 1.26 -2.23 3.93
H5 2.35 0.57 3.31
H6 3.11 -1.14 3.28
H7 4.23 -0.54 1.53
H8 5.06 -0.99 -0.58
H9 2.05 -1.62 -1.52
H10 3.72 -2.45 -1.83
H11 3.31 -0.91 -2.84
H12 -1.37 -0.47 -0.28
H13 -0.17 -1.90 -0.52
H14 -1.83 -1.11 2.32
H15 -0.61 -2.59 2.15
H16 -2.12 -3.41 0.01
H17 -2.79 -3.56 1.76
H18 0.82 3.07 1.77
H19 -2.64 2.44 -0.04
H20 -0.80 2.85 0.10
H21 -1.95 3.55 1.43
C14 -1.85 2.27 -4.48
C15 -2.80 1.46 -3.62
C16 -3.32 0.24 -4.36
O3 -3.89 2.27 -3.22
H22 -2.36 2.64 -5.38
H23 -1.49 3.15 -3.94
H24 -0.99 1.67 -4.80
H25 -2.28 1.13 -2.71
H26 -3.88 0.54 -5.26
H27 -4.01 -0.33 -3.73
H28 -2.50 -0.42 -4.67
H29 -4.36 2.57 -4.02

***

Record 5
The following is a quantum chemistry calculation of a molecular structure, C15H24CeN4O5 at a distorted geometry, from the Open Molecules 2025 dataset.

## Properties
orbital gap (alpha / beta) = 0.2047 / 0.2097 hartree
net charge = +1
expectation value of S² = 0.752
spin multiplicity = 2

Element x y z (Å)
O1 0.02 2.49 0.25
H1 0.02 3.38 0.65
Ce1 0.17 0.44 -0.35
N1 -0.76 -0.48 -2.38
N2 1.53 -1.53 -1.52
O2 -2.05 -0.15 -2.90
O3 2.72 -2.28 -1.26
C1 -0.21 -1.44 -3.12
C2 1.05 -1.98 -2.67
C3 -0.86 -1.90 -4.39
C4 1.82 -2.99 -3.45
H2 -1.67 -1.23 -4.68
H3 -1.27 -2.92 -4.29
H4 -0.12 -1.94 -5.21
H5 2.55 -3.51 -2.82
H6 2.40 -2.48 -4.23
H7 1.18 -3.73 -3.94
H8 -2.28 0.69 -2.45
H9 3.03 -1.92 -0.42
O4 -0.95 -2.49 0.13
H10 -1.79 -2.92 0.42
H11 -0.31 -3.21 -0.01
C5 1.95 1.66 -1.37
H12 1.54 2.66 -1.14
H13 2.00 1.52 -2.46
H14 2.93 1.57 -0.87
O5 -2.07 2.64 -1.59
H15 -1.96 3.10 -0.74
H16 -1.36 3.02 -2.15
C6 -3.36 2.18 1.77
C7 -2.84 2.59 3.00
C8 -1.62 2.07 3.45
C9 -0.98 1.08 2.67
N3 -1.52 0.69 1.47
C10 -2.66 1.24 1.01
C11 0.33 0.49 3.02
C12 0.91 0.66 4.30
C13 2.03 -0.10 4.63
C14 2.55 -0.99 3.68
C15 2.01 -1.03 2.39
N4 0.96 -0.24 2.05
H17 -4.28 2.58 1.38
H18 -3.38 3.29 3.62
H19 -1.15 2.44 4.36
H20 -3.00 0.90 0.02
H21 0.48 1.39 5.00
H22 2.47 -0.01 5.62
H23 3.40 -1.62 3.91
H24 2.40 -1.71 1.62

***

Record 6
The following is a quantum chemistry calculation of a molecular structure, C21H22N2O6P3PtS2, from the Open Molecules 2025 dataset.

## Properties
orbital gap (alpha / beta) = 0.2487 / 0.2761 hartree
net charge = -1
expectation value of S² = 2.008
spin multiplicity = 3

Element x y z (Å)
Pt1 1.16 0.32 -0.26
N1 3.97 2.73 -3.36
C1 3.10 1.83 -2.50
C2 2.12 1.05 -3.35
P1 4.30 0.83 -1.46
O1 4.28 -0.64 -2.14
O2 5.61 1.48 -1.76
O3 3.77 0.73 -0.06
P2 2.24 3.09 -1.37
O4 3.38 3.42 -0.29
O5 2.12 4.29 -2.27
O6 1.02 2.50 -0.71
H1 4.01 2.43 -4.33
H2 4.92 2.65 -2.92
H3 3.54 3.68 -3.25
H4 2.65 0.42 -4.07
H5 1.44 1.72 -3.88
H6 1.51 0.40 -2.73
H7 3.62 -1.20 -1.69
H8 3.58 2.63 0.24
S1 -1.39 0.21 -1.08
P3 -1.71 0.42 0.88
S2 -0.08 0.59 2.04
C3 -2.70 -1.01 1.44
C4 -2.04 -2.15 1.89
C5 -2.77 -3.28 2.24
C6 -4.16 -3.27 2.14
C7 -4.81 -2.14 1.68
C8 -4.09 -1.01 1.32
C9 -2.82 1.83 1.22
C10 -3.15 2.12 2.54
C11 -4.03 3.15 2.83
C12 -4.58 3.90 1.80
C13 -4.24 3.63 0.48
C14 -3.36 2.59 0.19
H9 -0.96 -2.15 1.96
H10 -2.26 -4.17 2.59
H11 -4.73 -4.15 2.42
H12 -5.89 -2.14 1.59
H13 -4.60 -0.13 0.94
H14 -2.71 1.53 3.34
H15 -4.28 3.37 3.86
H16 -5.27 4.70 2.03
H17 -4.66 4.22 -0.32
H18 -3.09 2.37 -0.84
N2 2.52 -6.93 0.70
C15 2.29 -5.82 0.54
C16 2.01 -4.42 0.35
C17 1.48 -3.97 -0.85
C18 1.20 -2.62 -1.02
C19 1.44 -1.68 -0.02
C20 1.97 -2.16 1.19
C21 2.25 -3.50 1.38
H19 1.28 -4.67 -1.65
H20 0.77 -2.30 -1.96
H21 2.16 -1.47 2.00
H22 2.66 -3.85 2.32